1.
{"formula": "C6H9N", "method": "ωB97M-V with the def2-TZVPD basis set", "species": ["C", "C", "C", "C", "C", "C", "N", "H", "H", "H", "H", "H", "H", "H", "H", "H"], "positions_angstrom": [[1.22879, -0.90042, -0.21537], [0.28470, 0.02271, 0.52914], [-0.36721, 1.08233, -0.26422], [-0.81083, 0.93076, -1.56512], [-0.77713, 0.47236, -2.79109], [-0.41290, -0.49968, 1.74680], [0.64510, 0.48937, 1.88041], [0.72695, -1.37604, -1.06587], [1.60239, -1.68455, 0.45494], [2.08553, -0.34193, -0.60953], [-0.63577, 1.98484, 0.28822], [-1.81231, 1.24568, -1.16785], [-1.64594, 0.21540, -3.38852], [-1.41358, -0.14898, 1.99560], [-0.21561, -1.54071, 2.00690], [1.51781, 0.04885, 2.16556]], "forces_ev_per_angstrom": [[0.01, 0.03, 0.04], [0.14, -0.03, -0.04], [0.98, -0.04, 0.78], [-0.86, -0.36, -0.22], [0.34, 0.39, 0.11], [-0.25, -0.20, -0.03], [0.31, -0.14, 0.04], [0.06, 0.07, 0.17], [-0.09, 0.13, -0.14], [-0.14, -0.07, 0.07], [0.04, -0.24, -0.18], [-0.67, 0.40, -0.68], [0.05, -0.20, 0.17], [0.21, -0.04, -0.06], [0.01, 0.23, -0.02], [-0.15, 0.06, 0.00]], "mulliken_charge": [-1.375, 1.282, -0.868, -0.029, -0.439, -0.626, -0.663, 0.342, 0.396, 0.304, 0.394, 0.225, 0.222, 0.281, 0.263, 0.292], "total_energy_ha": -288.550246, "homo_energy_ev": [-7.43, -8.22], "gap_ha": [0.2619, 0.2945], "relative_energy_kj_mol": 608.6, "charge": 0}


2.
{"formula": "C6H9N", "method": "ωB97M-V with the def2-TZVPD basis set", "species": ["C", "N", "C", "C", "C", "C", "C", "H", "H", "H", "H", "H", "H", "H", "H", "H"], "positions_angstrom": [[-0.70126, 1.12414, -1.40322], [0.28111, 0.09689, -1.09603], [1.16932, 0.40076, -0.00153], [0.46556, 0.06049, 1.32469], [-0.86111, -0.59703, 0.98629], [-0.13240, -1.08657, -0.29251], [1.21330, -0.97729, 0.51264], [-1.23796, 1.52741, -0.52773], [-1.43325, 0.73262, -2.11581], [-0.17690, 1.96172, -1.87643], [1.97742, 1.12956, -0.03196], [0.73726, 0.72514, 2.12648], [-1.77868, -0.00100, 0.92711], [-1.04384, -1.47530, 1.61746], [-0.49897, -1.94672, -0.85385], [2.02041, -1.67483, 0.70439]], "forces_ev_per_angstrom": [[-0.10, 0.07, -0.11], [-0.08, 0.03, -0.08], [0.30, 0.37, -0.16], [-0.08, 0.42, 0.11], [-0.12, 0.16, 0.00], [-0.28, -0.44, -0.16], [0.28, -0.26, -0.04], [0.12, -0.15, -0.11], [0.07, 0.05, 0.07], [-0.10, -0.13, 0.01], [-0.26, -0.07, -0.07], [0.12, -0.53, 0.61], [0.13, -0.06, -0.17], [0.08, 0.27, -0.02], [0.07, 0.11, 0.10], [-0.15, 0.18, 0.02]], "mulliken_charge": [-0.905, -0.176, -0.567, -0.264, -0.658, -0.291, -0.373, 0.303, 0.293, 0.320, 0.438, 0.450, 0.258, 0.303, 0.461, 0.407], "total_energy_ha": -288.657533, "homo_energy_ev": -8.49, "gap_ha": 0.3548, "relative_energy_kj_mol": 326.9, "charge": 0}


3.
{"formula": "C6H9N", "method": "ωB97M-V with the def2-TZVPD basis set", "species": ["C", "C", "C", "C", "C", "C", "N", "H", "H", "H", "H", "H", "H", "H", "H", "H"], "positions_angstrom": [[1.84391, 0.91276, -0.30841], [1.01152, -0.42844, 0.63460], [-0.51425, -0.49799, 0.99013], [-1.00729, -1.21492, -0.33002], [-0.49071, 0.09066, -0.95510], [-1.02711, 0.79777, 0.32022], [0.94655, -0.09114, -0.71658], [2.69360, 1.03284, -1.01235], [1.66757, 1.77141, 0.32314], [1.74161, -1.09071, 1.08022], [-0.86794, -0.84887, 1.96656], [-0.52817, -2.14937, -0.64229], [-2.09851, -1.29757, -0.38748], [-0.68516, 0.42577, -1.97251], [-0.56251, 1.73546, 0.63137], [-2.11713, 0.89248, 0.31452]], "forces_ev_per_angstrom": [[-0.05, -0.06, 0.55], [0.39, 0.07, -0.15], [0.25, 0.25, 0.19], [0.06, -0.09, -0.02], [-0.25, 0.15, -0.27], [0.04, 0.27, 0.03], [-0.04, -0.39, -0.67], [0.03, -0.48, 1.15], [-0.87, 0.27, -0.39], [-0.12, -0.32, -0.54], [0.38, 0.27, -0.20], [-0.02, 0.21, 0.09], [0.25, 0.05, 0.21], [-0.18, -0.07, 0.11], [-0.08, -0.04, -0.09], [0.22, -0.08, 0.01]], "mulliken_charge": [-0.586, -0.283, -0.387, -0.571, -0.274, -0.646, -0.142, 0.262, 0.247, 0.310, 0.476, 0.309, 0.283, 0.432, 0.274, 0.295], "total_energy_ha": -288.610045, "homo_energy_ev": -7.96, "gap_ha": 0.3330, "relative_energy_kj_mol": 451.6, "charge": 0}


4.
{"formula": "C6H9N", "method": "ωB97M-V with the def2-TZVPD basis set", "species": ["C", "C", "C", "C", "C", "N", "C", "H", "H", "H", "H", "H", "H", "H", "H", "H"], "positions_angstrom": [[1.65316, -0.68827, 0.84201], [0.42220, -0.22210, 0.10710], [0.54553, 0.77522, -1.03375], [-0.31158, 1.10206, 0.11896], [-1.68472, 0.41488, -0.01337], [-1.83219, -0.70417, -0.91642], [-0.96336, -0.91084, 0.19534], [1.40089, -1.17056, 1.79198], [2.31373, 0.15887, 1.06000], [2.24104, -1.40742, 0.25454], [1.49650, 1.29789, -1.04812], [0.11038, 0.64101, -2.02409], [-0.15430, 1.88128, 0.85366], [-2.59455, 0.72880, 0.49031], [-1.30924, -0.60101, -1.77722], [-1.39538, -1.13414, 1.15505]], "forces_ev_per_angstrom": [[-0.05, 0.04, 0.06], [0.07, 0.15, 0.21], [0.10, 0.02, -0.20], [0.12, 0.51, -0.03], [-0.14, 0.51, -0.12], [-0.08, 0.12, -0.31], [-0.59, 0.57, 0.51], [-0.01, 0.10, -0.08], [-0.11, -0.10, 0.00], [-0.22, 0.11, 0.05], [0.02, -0.25, -0.02], [0.13, -0.01, 0.16], [-0.01, 0.23, -0.32], [0.37, -0.04, 0.08], [-0.06, -0.20, -0.06], [0.46, -1.77, 0.08]], "mulliken_charge": [-1.343, 0.945, -1.082, -0.062, -0.292, -0.596, -0.400, 0.333, 0.330, 0.280, 0.278, 0.170, 0.365, 0.400, 0.282, 0.394], "total_energy_ha": -288.622055, "homo_energy_ev": -7.93, "gap_ha": 0.3309, "relative_energy_kj_mol": 420.0, "charge": 0}


5.
{"formula": "C6H9N", "method": "ωB97M-V with the def2-TZVPD basis set", "species": ["C", "C", "C", "C", "C", "N", "C", "H", "H", "H", "H", "H", "H", "H", "H", "H"], "positions_angstrom": [[1.51020, -0.68306, 1.10057], [0.40743, -0.31370, 0.14721], [0.34660, 0.99155, -1.33874], [-0.18351, 1.02904, 0.04213], [-1.55311, 0.26512, 0.14557], [-1.71540, -0.60989, -0.97612], [-0.87344, -1.08210, 0.08951], [1.33101, -0.22084, 2.09037], [2.45893, -0.28794, 0.74043], [1.59945, -1.76468, 1.26345], [1.40069, 1.11705, -1.53354], [-0.25825, 1.48768, -2.12676], [-0.01345, 1.84983, 0.73406], [-2.36325, 0.55414, 0.80052], [-1.05754, -0.26382, -1.70176], [-1.03636, -2.06838, 0.52308]], "forces_ev_per_angstrom": [[0.17, 0.04, -0.37], [0.38, 0.06, -0.30], [0.41, 0.19, 0.37], [-0.05, 0.04, 0.36], [-0.47, 0.22, 0.23], [-0.11, 0.04, -0.21], [-0.02, -0.04, 0.17], [-0.11, -0.04, -0.45], [0.16, -0.04, 0.06], [0.02, 0.22, -0.28], [0.16, 0.33, 0.52], [0.13, -1.11, 0.11], [-0.02, -0.05, 0.17], [-0.15, 0.08, -0.28], [-0.49, -0.33, -0.09], [-0.02, 0.40, 0.00]], "mulliken_charge": [-1.285, 0.516, -1.292, 0.390, -0.396, -0.607, -0.612, 0.282, 0.340, 0.369, 0.263, 0.353, 0.459, 0.367, 0.446, 0.407], "total_energy_ha": -288.577295, "homo_energy_ev": -7.81, "gap_ha": 0.3146, "relative_energy_kj_mol": 537.6, "charge": 0}


6.
{"formula": "C6H9N", "method": "ωB97M-V with the def2-TZVPD basis set", "species": ["H", "N", "C", "C", "C", "C", "C", "C", "H", "H", "H", "H", "H", "H", "H", "H"], "positions_angstrom": [[-2.63595, -0.07903, -0.02512], [-1.85763, -0.71630, 0.14645], [-0.77623, -0.05979, 0.29721], [-0.65716, 1.44889, 0.21710], [0.30599, -0.78993, 1.07185], [1.75227, -0.62626, 0.48078], [1.56602, -0.48612, -0.80635], [0.71273, -0.40692, -1.79916], [0.36940, 1.80934, 0.09643], [-1.01455, 1.78474, 1.19476], [-1.28764, 1.91085, -0.55198], [0.02128, -1.85041, 1.03962], [0.08816, -0.43591, 2.09238], [2.73007, -0.73525, 0.97346], [0.43660, 0.54147, -2.24552], [0.24663, -1.30939, -2.18190]], "forces_ev_per_angstrom": [[0.01, -0.04, -0.59], [0.03, 0.35, 0.18], [-0.39, -0.09, 0.92], [-0.07, 0.04, 0.12], [0.39, -0.04, 0.12], [-0.61, 0.02, -0.19], [-0.39, 0.02, 0.02], [0.66, -0.08, -0.54], [-0.17, -0.22, 0.01], [0.05, 0.28, -0.03], [0.07, -0.31, 0.14], [0.20, 0.23, 0.14], [0.76, -0.12, 0.02], [-0.84, -0.03, -0.02], [0.04, -0.03, -0.04], [0.24, 0.03, -0.26]], "mulliken_charge": [0.240, -0.763, 0.663, -1.378, -0.477, -0.717, 0.223, -0.543, 0.362, 0.395, 0.374, 0.316, 0.341, 0.380, 0.292, 0.292], "total_energy_ha": -288.663460, "homo_energy_ev": -9.53, "gap_ha": 0.3858, "relative_energy_kj_mol": 311.3, "charge": 0}


7.
{"formula": "C6H9N", "method": "ωB97M-V with the def2-TZVPD basis set", "species": ["C", "C", "C", "C", "C", "C", "N", "H", "H", "H", "H", "H", "H", "H", "H", "H"], "positions_angstrom": [[-0.58226, -0.48853, -1.79891], [-0.13084, -0.13846, -0.41952], [-0.50642, -0.83397, 0.93404], [0.50902, 0.21598, 1.39021], [1.33305, -0.10493, 0.14167], [-0.33857, 1.14092, 0.26558], [-0.81240, 2.30969, 0.20321], [-0.12833, 0.18727, -2.53074], [-1.67055, -0.40165, -1.87958], [-0.29291, -1.51372, -2.04009], [-0.17317, -1.87422, 0.97040], [-1.53354, -0.73088, 1.30372], [-0.43176, 2.39127, 1.14497], [0.93892, 0.25516, 2.42259], [2.01146, 0.67482, -0.22456], [1.80829, -1.08874, 0.11701]], "forces_ev_per_angstrom": [[-0.04, -0.08, -0.16], [-0.08, -0.39, -0.54], [-0.25, -0.54, -0.15], [-0.27, 0.39, -0.28], [0.34, -0.31, -0.41], [0.75, -0.57, 1.19], [0.83, -1.43, 0.64], [-0.07, -0.10, 0.06], [0.14, -0.03, -0.02], [-0.06, 0.07, -0.08], [0.08, 0.02, 0.09], [0.17, -0.03, -0.21], [-0.72, 2.59, 0.67], [-0.61, 0.58, -0.88], [-0.20, -0.18, -0.05], [0.01, -0.01, 0.12]], "mulliken_charge": [-1.565, 0.242, -0.335, -0.588, -0.332, 0.564, -0.848, 0.325, 0.325, 0.356, 0.270, 0.269, 0.319, 0.457, 0.270, 0.269], "total_energy_ha": -288.653106, "homo_energy_ev": -9.66, "gap_ha": 0.3908, "relative_energy_kj_mol": 338.5, "charge": 0}


8.
{"formula": "C6H9N", "method": "ωB97M-V with the def2-TZVPD basis set", "species": ["C", "C", "C", "C", "C", "C", "N", "H", "H", "H", "H", "H", "H", "H", "H", "H"], "positions_angstrom": [[2.15692, -0.52178, 0.69887], [-0.13746, 0.81458, -0.55053], [1.93674, -0.29498, -0.62252], [-0.91914, -0.49579, 0.76191], [-0.94704, 1.85515, -0.73124], [-1.93087, -1.06732, 0.04676], [0.87211, 0.32306, -1.16744], [2.62922, -0.69425, -1.35885], [-1.18102, 0.03760, 1.67008], [-1.80653, 1.99414, -0.09467], [-0.75412, 2.59365, -1.49320], [1.72287, 0.10829, 1.45758], [0.02217, -1.08470, 0.95051], [3.03586, -1.06147, 1.01628], [-1.72770, -1.60507, -0.86747], [-2.97202, -0.90112, 0.28391]], "forces_ev_per_angstrom": [[0.67, 0.78, -0.48], [1.23, 0.14, -1.57], [0.70, -0.46, 0.87], [-0.09, -1.35, 1.06], [-0.84, -0.27, 0.83], [0.52, 0.89, -0.06], [-1.45, -0.05, 0.27], [-0.13, -0.21, 0.07], [-0.19, 0.24, -0.11], [-0.20, -0.14, -0.19], [0.48, 0.18, 0.22], [-0.52, -0.17, 0.12], [-0.26, 0.78, -0.95], [0.04, -0.20, -0.13], [0.09, -0.35, 0.08], [-0.07, 0.18, -0.03]], "mulliken_charge": [-1.088, 0.671, 0.206, -0.781, -0.945, -0.418, -0.493, 0.386, 0.332, 0.283, 0.305, 0.342, 0.394, 0.251, 0.278, 0.278], "total_energy_ha": -288.592910, "homo_energy_ev": [-7.81, -7.82], "gap_ha": [0.2565, 0.2570], "relative_energy_kj_mol": 496.6, "charge": 0}